# 1
The following is a DFT calculation (ωB97M-V/def2-TZVPD) of a cluster of 2 separate species, C3H10O in total at a distorted geometry.

Last column: Mulliken charge in e.
Positions of all 14 atoms, in Å:
C: 2.74 0.10 -0.29  -0.942
C: 1.51 -0.74 -0.68  -0.108
O: 0.33 0.05 -0.81  -0.505
H: 3.33 -0.32 0.52  0.271
H: 2.41 1.10 -0.03  0.288
H: 3.41 0.25 -1.14  0.253
H: 1.66 -1.32 -1.58  0.254
H: 1.31 -1.44 0.13  0.207
H: 0.56 0.93 -0.48  0.279
C: -3.49 0.27 0.86  -0.959
H: -3.20 -0.50 0.16  0.230
H: -4.52 0.14 1.18  0.277
H: -2.83 0.23 1.73  0.231
H: -3.21 1.23 0.42  0.224

## Properties
E, eV: -5319.9968
Kohn-Sham gap, eV: 11.211
E_HOMO, Ha: -0.375
ΔE to the lowest compared entry with this formula, charge and spin, kcal/mol: 14.21


# 2
The following is a DFT calculation (ωB97M-V/def2-TZVPD) of the molecule C5H7NO at a distorted geometry.

Last column: Mulliken charge in e.
Positions of all 14 atoms, in Å:
C: -0.98 -1.04 0.51  -1.330
C: -0.58 0.38 0.08  0.630
C: -1.57 0.91 -0.87  -0.003
N: -2.35 1.32 -1.62  -0.446
C: 0.81 0.42 -0.56  -0.775
C: 1.91 0.08 0.42  0.005
O: 1.77 0.06 1.62  -0.477
H: -2.00 -1.06 0.91  0.361
H: -0.30 -1.39 1.29  0.376
H: -0.94 -1.73 -0.34  0.328
H: -0.58 1.03 0.96  0.246
H: 0.87 -0.26 -1.42  0.366
H: 1.03 1.42 -0.95  0.356
H: 2.90 -0.14 -0.04  0.361

## Properties
E, eV: -8835.4976
Kohn-Sham gap, eV: 11.227
E_HOMO, Ha: -0.385
ΔE to the lowest compared entry with this formula, charge and spin, kcal/mol: 16.26


# 3
The following is a DFT calculation (ωB97M-V/def2-TZVPD) of a structure of composition C2H7O2P2S at a distorted geometry.

Last column: Mulliken charge in e.
Positions of all 14 atoms, in Å:
C: -1.08 1.16 -0.57  -0.964
C: -1.41 -0.29 -0.62  -0.078
O: 1.60 -1.29 -0.91  -0.423
O: -0.94 -2.97 -0.37  -0.652
P: 1.68 -1.20 0.68  0.080
P: -0.99 -1.78 0.55  0.035
S: -2.87 -0.75 0.37  -0.476
H: -1.53 1.59 0.37  0.285
H: -1.53 1.76 -1.34  0.332
H: 0.04 1.23 -0.71  0.207
H: -1.41 -0.67 -1.74  0.367
H: 0.98 0.05 0.93  -0.015
H: 2.82 -0.49 0.54  -0.033
H: 0.76 -1.62 -1.23  0.334

## Properties
Charge: -1
E, eV: -35696.2326
Kohn-Sham gap, eV: 7.312
E_HOMO, Ha: -0.135
ΔE to the lowest compared entry with this formula, charge and spin, kcal/mol: 36.96


# 4
The following is a DFT calculation (ωB97M-V/def2-TZVPD) of a structure of composition C4H8N2O2 at a distorted geometry.

Last column: Mulliken charge in e.
Positions of all 16 atoms, in Å:
C: -0.58 1.69 0.56  -1.397
N: -0.05 -0.15 -1.45  0.051
C: -1.18 -0.62 -0.55  0.141
C: -0.25 0.23 0.40  0.902
N: 0.66 -1.08 -2.22  -0.764
C: 0.57 -0.41 1.26  -0.515
O: 1.10 0.24 2.35  -0.507
O: -1.49 -1.78 -0.56  -0.528
H: 1.07 -0.33 3.12  0.328
H: 0.14 0.80 -1.75  0.327
H: -0.01 -1.77 -2.56  0.273
H: 1.32 -1.58 -1.62  0.253
H: 0.73 -1.49 1.21  0.324
H: -1.51 1.97 0.06  0.421
H: -0.72 1.97 1.60  0.363
H: 0.21 2.30 0.14  0.330

## Properties
E, eV: -11348.1537
Kohn-Sham gap (spin up / spin down), eV: 7.500 / 7.499
E_HOMO (spin up / spin down), Ha: -0.267 / -0.267
ΔE to the lowest compared entry with this formula, charge and spin, kcal/mol: 137.42


# 5
The following is a DFT calculation (ωB97M-V/def2-TZVPD) of a structure of composition C23H31N2O3SV.

Last column: Löwdin spin population.
Positions of all 61 atoms, in Å:
V: -0.63 -0.34 0.15  1.288
O: -1.67 0.18 2.14  0.003
C: -0.71 0.95 1.99  0.002
O: 0.41 0.43 1.56  0.020
C: -0.89 2.42 1.88  -0.001
C: -0.78 3.35 2.90  0.000
C: -1.01 4.68 2.62  0.000
C: -1.35 5.07 1.33  0.000
C: -1.46 4.14 0.31  -0.001
C: -1.23 2.80 0.58  0.003
S: -1.38 1.61 -0.76  -0.019
H: -0.51 3.03 3.90  0.000
H: -0.92 5.42 3.40  0.000
H: -1.52 6.12 1.11  0.000
H: -1.72 4.45 -0.70  0.000
C: 3.24 3.12 -2.41  0.000
C: 3.11 1.84 -1.62  0.000
C: 4.13 1.41 -0.78  0.000
C: 4.03 0.25 -0.03  -0.001
C: 5.15 -0.20 0.86  0.000
C: 2.86 -0.50 -0.12  -0.007
C: 1.84 -0.08 -0.96  -0.014
C: 1.95 1.08 -1.71  -0.006
N: 0.64 -0.88 -1.03  -0.244
C: 0.60 -2.02 -2.01  -0.013
C: 0.57 -3.33 -1.22  -0.010
C: 1.82 -2.00 -2.92  -0.001
C: -0.66 -1.85 -2.86  -0.007
H: 4.26 3.48 -2.41  0.000
H: 2.61 3.90 -1.98  0.000
H: 2.92 2.98 -3.44  0.000
H: 5.04 2.01 -0.71  0.000
H: 5.85 0.61 1.06  0.000
H: 5.72 -1.01 0.39  0.000
H: 4.78 -0.57 1.82  0.000
H: 2.74 -1.40 0.47  0.000
H: 1.13 1.39 -2.34  0.000
H: 1.44 -3.41 -0.58  0.000
H: 0.58 -4.17 -1.91  -0.001
H: -0.33 -3.40 -0.60  0.000
H: 2.75 -2.14 -2.36  0.000
H: 1.90 -1.07 -3.48  0.000
H: 1.73 -2.82 -3.63  0.000
H: -1.56 -1.87 -2.25  0.000
H: -0.73 -2.67 -3.58  -0.001
H: -0.63 -0.91 -3.41  0.000
C: -4.69 -2.27 2.48  0.000
N: -3.37 -2.29 1.83  -0.001
C: -2.31 -2.98 2.57  0.000
C: -3.14 -1.65 0.72  0.004
C: -4.19 -0.88 0.00  0.000
O: -1.96 -1.69 0.19  0.009
H: -4.65 -2.96 3.32  0.000
H: -5.46 -2.61 1.79  0.000
H: -4.92 -1.28 2.85  0.000
H: -2.59 -4.03 2.67  0.000
H: -2.23 -2.53 3.55  0.000
H: -1.37 -2.90 2.05  0.000
H: -5.15 -0.89 0.48  0.000
H: -4.28 -1.29 -1.01  0.000
H: -3.83 0.15 -0.11  0.000

## Properties
Charge: +1
E, eV: -69996.4188
Kohn-Sham gap (spin up / spin down), eV: 6.692 / 7.880
Multiplicity: 2
E_HOMO (spin up / spin down), Ha: -0.400 / -0.405
ΔE to the lowest compared entry with this formula, charge and spin, kcal/mol: 0.00
Expectation value of S²: 0.90


# 6
The following is a DFT calculation (ωB97M-V/def2-TZVPD) of the molecule C4H8O3.

Last column: Mulliken charge in e.
Positions of all 15 atoms, in Å:
C: -0.24 0.08 -1.95  -1.559
C: 0.12 -0.37 -0.56  0.604
O: 1.32 -1.12 -0.64  -0.572
C: 0.31 0.85 0.37  -0.501
O: -0.67 0.92 1.43  -0.314
C: -0.68 -0.10 2.27  0.134
O: 0.05 -1.06 2.24  -0.483
H: 0.49 0.80 -2.32  0.364
H: -1.24 0.54 -1.94  0.386
H: -0.26 -0.78 -2.63  0.369
H: -0.69 -1.00 -0.17  0.222
H: 1.50 -1.45 0.25  0.355
H: 0.17 1.80 -0.16  0.308
H: 1.32 0.84 0.80  0.317
H: -1.49 0.05 3.01  0.370

## Properties
E, eV: -10420.0094
Kohn-Sham gap, eV: 11.263
E_HOMO, Ha: -0.382
ΔE to the lowest compared entry with this formula, charge and spin, kcal/mol: 22.92


# 7
The following is a DFT calculation (ωB97M-V/def2-TZVPD) of the molecule C4H7 at a distorted geometry.

Last column: Löwdin spin population.
Positions of all 11 atoms, in Å:
C: -1.20 0.79 -1.10  -0.003
C: -1.01 -0.41 -0.51  0.057
C: 1.70 -0.23 0.71  0.727
C: 0.15 -0.36 0.70  0.097
H: -0.69 1.65 -0.61  0.001
H: -1.78 0.96 -2.00  0.001
H: -1.39 -1.40 -0.78  0.003
H: 2.30 -1.13 0.66  0.049
H: 2.13 0.72 0.37  0.044
H: -0.14 0.61 1.21  0.016
H: -0.08 -1.22 1.35  0.008

## Properties
E, eV: -4257.8155
Kohn-Sham gap (spin up / spin down), eV: 9.579 / 9.822
Multiplicity: 2
E_HOMO (spin up / spin down), Ha: -0.306 / -0.356
ΔE to the lowest compared entry with this formula, charge and spin, kcal/mol: 23.26
Expectation value of S²: 0.75


# 8
The following is a DFT calculation (ωB97M-V/def2-TZVPD) of a cluster of 3 separate species, C36H60BrIN4O5P2S in total at a distorted geometry.

Last column: Mulliken charge in e.
Positions of all 110 atoms, in Å:
C: -2.41 7.66 -2.68  -1.047
C: -1.57 6.97 -3.83  -0.556
C: -1.31 5.43 -3.62  0.248
C: -1.61 4.52 -4.77  -1.011
C: -1.46 3.06 -4.72  -0.855
C: -0.99 2.41 -3.46  -0.621
C: -0.69 3.31 -2.34  1.019
C: -0.84 4.79 -2.38  0.253
P: -0.45 5.82 -0.86  0.278
O: 1.12 5.40 -0.40  -0.471
Br: -1.83 5.11 0.83  -0.176
S: -0.10 2.53 -0.79  -0.158
C: -0.95 0.92 -0.86  1.519
C: -1.33 0.28 0.41  -1.127
N: -1.01 0.99 1.66  -0.225
C: -2.07 1.53 2.10  0.613
O: -3.09 1.86 2.53  -0.423
C: -2.02 -1.01 0.39  -0.114
C: -2.31 -1.67 -0.92  0.984
C: -3.06 -3.04 -0.86  -0.430
I: -4.83 -2.70 0.41  0.044
C: -2.17 -4.25 -0.35  -0.331
C: -1.67 -4.16 1.14  -0.881
C: -1.91 -0.99 -2.19  -0.455
P: -2.23 -1.77 -3.86  0.483
C: -1.07 -3.22 -4.13  -1.126
C: -4.03 -2.23 -4.11  -1.069
C: -1.22 0.35 -2.19  -1.445
N: -0.91 0.96 -3.46  0.797
C: 0.31 0.43 -4.10  -0.898
C: 1.64 0.58 -3.27  0.205
C: 2.78 -0.18 -4.11  -0.702
C: 4.12 -0.40 -3.31  -0.376
C: 5.31 -0.81 -4.31  -0.678
C: 6.60 0.04 -3.87  -0.656
C: 6.35 1.53 -4.40  -0.289
O: 7.66 2.17 -4.42  -0.385
C: 7.66 3.30 -3.53  -0.631
H: -1.68 8.24 -2.03  0.272
H: -3.10 8.45 -3.10  0.357
H: -2.96 6.95 -2.01  0.283
H: -0.59 7.47 -4.04  0.365
H: -2.19 7.07 -4.78  0.280
H: -2.00 4.96 -5.72  0.216
H: -1.72 2.47 -5.63  0.486
H: 1.63 5.34 -1.24  0.336
H: -2.33 -1.46 1.37  0.424
H: -3.49 -3.36 -1.85  -0.100
H: -2.83 -5.17 -0.42  0.365
H: -1.33 -4.44 -1.08  0.241
H: -2.46 -3.85 1.88  0.097
H: -1.16 -5.11 1.47  0.372
H: -0.87 -3.36 1.18  0.245
H: -0.18 -3.09 -3.44  0.355
H: -1.51 -4.23 -3.90  0.330
H: -0.63 -3.23 -5.17  0.373
H: -4.74 -1.43 -3.74  0.331
H: -4.19 -2.28 -5.23  0.400
H: -4.31 -3.25 -3.72  0.362
H: 0.47 1.01 -5.06  0.442
H: 0.20 -0.64 -4.42  -0.126
H: 1.62 0.07 -2.27  0.199
H: 2.01 1.65 -3.20  0.097
H: 2.40 -1.17 -4.52  0.211
H: 3.00 0.45 -5.04  0.319
H: 4.36 0.57 -2.79  0.227
H: 3.94 -1.25 -2.59  0.313
H: 5.51 -1.91 -4.31  0.412
H: 5.03 -0.43 -5.34  0.323
H: 6.59 0.04 -2.75  0.253
H: 7.52 -0.42 -4.32  0.336
H: 5.63 2.06 -3.72  0.278
H: 5.92 1.53 -5.44  0.224
H: 7.28 4.19 -4.11  0.251
H: 7.10 3.12 -2.57  0.305
H: 8.74 3.48 -3.23  0.232
C: 2.57 0.29 6.53  -0.658
O: 1.93 0.13 5.28  -0.423
C: 0.59 0.59 5.24  -0.416
C: 0.44 2.11 5.05  0.554
C: 0.74 2.92 6.32  -1.592
N: 1.28 2.61 3.96  -0.641
H: 1.88 0.15 7.37  0.304
H: 3.06 1.26 6.59  0.224
H: 3.36 -0.47 6.60  0.266
H: 0.14 0.10 4.37  0.149
H: 0.04 0.24 6.12  0.433
H: -0.61 2.31 4.78  0.222
H: 1.81 3.00 6.52  0.310
H: 0.35 3.93 6.22  0.367
H: 0.26 2.46 7.19  0.343
H: 1.00 2.14 3.10  0.234
H: 2.23 2.27 4.13  0.340
C: -1.09 -4.56 5.52  -0.708
O: -2.04 -5.07 4.60  -0.230
C: -2.78 -6.19 5.07  -0.783
C: -3.96 -5.84 6.00  0.336
C: -3.54 -5.46 7.41  -1.391
N: -4.78 -4.76 5.43  -0.722
H: -0.63 -5.35 6.12  0.326
H: -1.55 -3.81 6.16  0.223
H: -0.31 -4.06 4.95  0.240
H: -3.18 -6.67 4.18  0.329
H: -2.11 -6.92 5.54  0.397
H: -4.58 -6.74 6.08  0.396
H: -3.14 -4.44 7.47  0.283
H: -4.40 -5.50 8.09  0.355
H: -2.79 -6.15 7.80  0.341
H: -5.13 -5.07 4.53  0.277
H: -4.15 -4.00 5.20  0.320

## Properties
E, eV: -162053.5704
Kohn-Sham gap, eV: 7.455
E_HOMO, Ha: -0.281